ORCA calculation (ωB97M-V/def2-TZVPD) on the molecule HNP2.

Positions of all 4 atoms, in Å:
N1 -0.7168 0.6487 0.5942
P1 -0.4807 -0.8083 1.1176
P2 0.7879 0.2689 -0.1449
H1 0.4096 -0.1092 -1.5670

Values from the calculation:
**Energy above the lowest of the compared OMol25 structures with the same formula, charge and spin**: 1.8 kJ/mol
**HOMO-LUMO gap**: 8.108 eV
**Highest occupied orbital energy**: -9.006 eV
**LUMO energy**: -0.03300 hartree